# 1
Below is C21H25N3O4 in the gas phase, with properties calculated with ωB97M-V/def2-TZVPD.

* lowest unoccupied orbital energy: 0.73 eV
* SMILES: Cc1ccc(CNC(=O)[C@H](CCC(N)=O)NC(=O)OCc2ccccc2)cc1
* gap between HOMO and LUMO: 9.46 eV
* largest force on an atom: 0.6 eV/A
* energy relative to the best compared isomer or geometry (same formula, charge and spin): 0.00 kJ/mol

```
53
Properties=species:S:1:pos:R:3:forces:R:3:lowdin_charge:R:1
C 5.46881 2.29968 -2.96318 -0.0311 0.0194 -0.0523 -0.0555
C 4.39925 1.25143 -3.02290 0.0664 -0.0850 0.0066 -0.2865
C 3.06604 1.59564 -2.82553 -0.0284 -0.0568 0.0000 -0.0413
C 2.07085 0.64140 -2.89753 0.0303 0.0018 -0.0255 -0.0256
C 2.38354 -0.68582 -3.16816 0.0608 -0.1119 -0.0847 -0.2131
C 1.28429 -1.71530 -3.21323 -0.1084 0.0758 -0.0921 -0.1163
N 0.67563 -1.88053 -1.90852 0.3511 -0.1591 -0.1148 0.0899
C -0.53713 -1.40537 -1.60967 -0.0008 -0.1285 0.5563 -0.4470
O -1.29313 -0.85931 -2.39218 -0.2618 0.2246 -0.2892 0.0610
C -0.92394 -1.63063 -0.14142 -0.1661 -0.0628 0.0906 -0.2049
C -1.02064 -3.13462 0.19127 0.2654 -0.0193 0.1958 -0.1129
C -0.41638 -3.42664 1.56158 -0.1283 -0.0029 -0.3490 -0.1107
C 1.08833 -3.24148 1.55444 -0.3612 -0.1719 0.4268 -0.5279
N 1.66220 -3.36183 2.76873 0.2957 -0.0023 0.2953 0.1709
O 1.74769 -3.02211 0.55520 0.2077 0.0795 -0.3728 0.0432
N -2.17228 -0.94690 0.08928 -0.0818 0.2202 -0.4656 0.1331
C -2.55774 -0.51651 1.30193 -0.2268 -0.0963 -0.3304 -0.5524
O -1.99219 -0.78019 2.34134 0.2266 0.0278 0.4508 0.0737
O -3.69068 0.21299 1.20851 0.0227 -0.0637 -0.2528 0.0297
C -4.21449 0.74902 2.42607 0.0204 0.0276 0.4112 -0.1181
C -3.74488 2.16514 2.63527 -0.0858 -0.1623 -0.0907 -0.1950
C -2.45111 2.40590 3.08220 0.0209 -0.0151 0.0446 -0.0298
C -1.99858 3.70304 3.24405 0.0751 -0.0087 0.0198 -0.0792
C -2.83501 4.77072 2.96464 -0.0094 0.0894 -0.0109 -0.0929
C -4.12431 4.53696 2.51816 -0.0464 0.1209 -0.0151 -0.0857
C -4.57601 3.23951 2.34977 0.0335 -0.0973 0.0407 -0.0399
C 3.71147 -1.03454 -3.35830 -0.1893 -0.0125 -0.0364 -0.0382
C 4.70677 -0.07480 -3.29069 0.0515 0.1335 0.0270 -0.0472
H 5.44028 2.91431 -3.86329 0.0694 0.0768 -0.0232 0.0827
H 6.45483 1.84762 -2.88985 0.0832 0.0246 0.0131 0.0726
H 5.31711 2.95561 -2.10800 0.0553 0.0657 0.0440 0.0778
H 2.80907 2.62424 -2.61538 -0.0325 0.1130 0.0267 0.1123
H 1.03822 0.91978 -2.74529 -0.1452 0.0444 0.0223 0.1150
H 0.48884 -1.39095 -3.89097 0.1358 -0.1440 0.0402 0.1276
H 1.67685 -2.67953 -3.54905 -0.0520 0.1024 -0.0463 0.1231
H 1.24499 -2.26993 -1.16132 -0.1620 0.0224 0.0525 0.1108
H -0.14883 -1.17544 0.48775 -0.0610 -0.0311 -0.1219 0.1608
H -2.07168 -3.42427 0.17930 0.0301 0.0196 -0.0371 0.1267
H -0.49629 -3.72012 -0.56539 -0.0534 -0.0242 0.0408 0.1162
H -0.63200 -4.45408 1.86319 0.0357 -0.0136 0.0651 0.1267
H -0.85445 -2.74872 2.29761 0.0344 -0.0960 0.0584 0.1031
H 1.11364 -3.47588 3.60199 -0.0167 0.0151 -0.0516 0.1077
H 2.65568 -3.22505 2.85730 -0.0522 -0.0021 -0.0372 0.1139
H -2.63450 -0.60616 -0.74634 0.0283 0.0487 0.1261 0.1470
H -5.30128 0.70724 2.32242 0.1442 0.0023 0.0163 0.1284
H -3.88989 0.11177 3.25660 -0.1552 0.1126 -0.1606 0.1282
H -1.80254 1.56980 3.29871 0.0505 -0.0927 0.0230 0.1081
H -0.99129 3.88149 3.59113 0.0764 0.0140 0.0306 0.1020
H -2.48223 5.78352 3.09362 0.0216 0.0765 0.0096 0.1000
H -4.77918 5.36716 2.29723 -0.0474 0.0657 -0.0165 0.1010
H -5.58079 3.05882 1.99597 -0.1095 -0.0282 -0.0399 0.1109
H 3.97203 -2.06306 -3.56391 0.0110 -0.1239 -0.0172 0.1081
H 5.73704 -0.36305 -3.44516 0.1086 -0.0118 -0.0002 0.1077
```
Forces are in eV/Å.

---

# 2
Below is CH4FN4O14V as an isolated structure, with properties calculated with ωB97M-V/def2-TZVPD.

* spin multiplicity: 3
* charge: -4
* lowest unoccupied orbital energy (alpha / beta): 8.99 / 8.89 eV
* gap between HOMO and LUMO (alpha / beta): 2.14 / 5.02 eV
* largest force on an atom: 9.0 eV/A

```
25
Properties=species:S:1:pos:R:3:forces:R:3:lowdin_charge:R:1
O -1.25585 0.68543 0.53081 -0.9261 1.0049 0.0189 -0.5672
V -0.13781 -0.48922 0.62347 1.3892 -2.0436 -0.0605 0.8272
N 2.21179 1.25809 2.05696 0.6180 -3.3926 -0.5885 -0.6527
O 2.14021 2.02836 2.99598 0.0574 2.3452 1.7373 -0.0961
O 3.11255 0.40793 1.98843 1.5713 0.3378 0.4496 -0.0763
O 1.33285 1.17938 1.21092 -1.4587 1.4922 -1.2112 -0.0971
N -0.21479 -1.46979 3.91734 0.6750 0.7807 -2.2639 -0.6297
O -0.13805 -0.94413 2.79022 0.6724 0.3046 0.2561 -0.0880
O 0.78482 -1.59978 4.62278 0.7512 -0.1500 0.9297 -0.0701
O -1.31493 -1.84790 4.26697 -2.2253 -1.0806 1.7215 -0.0784
N 0.79000 -0.60544 -2.55978 -0.8059 -2.4413 3.1669 -0.6219
O 0.81669 -1.82933 -2.65060 -0.5142 -1.4365 -0.2265 -0.0519
O 0.23673 -0.08586 -1.54315 0.2700 0.8484 -1.5440 -0.1168
O 1.34501 0.03556 -3.40528 1.2770 3.1090 -2.5022 -0.0678
N -1.86037 -3.19712 -0.27089 3.5412 0.9680 0.0301 -0.7618
O -0.94819 -3.94524 -0.17690 3.2546 -4.7970 0.7045 -0.0167
O -1.67305 -2.06316 -0.01051 0.6965 6.7006 2.2102 -0.0549
O -2.88956 -3.47463 -0.73515 -7.8079 -3.3833 -3.0159 -0.0574
F 1.57688 -1.87357 0.46466 -1.0822 0.7784 0.1272 -0.6272
C -0.83599 2.79217 -2.11180 -1.4074 -0.1073 1.3510 -0.2091
O 0.30742 3.06710 -2.82459 1.8554 0.5526 -1.5141 -0.1252
H -1.46856 3.66577 -2.26923 -0.8441 0.1635 0.4905 0.0509
H -1.37809 1.89170 -2.40056 0.2318 -0.1658 -0.2067 0.0748
H -0.59806 2.66651 -1.05553 -0.1173 -0.1467 0.0501 0.0712
H 0.05826 3.74723 -3.45462 0.3278 -0.2412 -0.1101 0.0421
```
Forces are in eV/Å.

---

# 3
Below is C2H2FGaO2 as an isolated structure, with properties calculated with ωB97M-V/def2-TZVPD.

* charge: +2
* lowest unoccupied orbital energy: -14.79 eV
* gap between HOMO and LUMO: 7.61 eV
* largest force on an atom: 7.4 eV/A
* energy relative to the best compared isomer or geometry (same formula, charge and spin): 0.00 kJ/mol

```
8
Properties=species:S:1:pos:R:3:forces:R:3:lowdin_charge:R:1
H 0.21435 -0.02631 1.96853 2.2679 -1.1175 0.6932 0.2858
O 1.37409 -0.72216 0.16297 1.0370 -0.3821 -0.7716 0.2213
C 0.92074 0.09643 0.87779 -6.6324 0.1970 1.9864 0.0030
C -0.46194 0.74830 0.72813 5.4856 3.6080 -3.4093 -0.0194
O -1.04845 0.39400 -0.32200 -1.4748 -1.6227 0.5493 0.1138
H -0.49082 1.79623 1.07353 -1.0694 -0.6188 1.1855 0.2241
F -0.29004 -1.54427 -2.97048 0.1087 -0.1685 -0.0486 -0.0389
Ga -0.21793 -0.74223 -1.51848 0.2774 0.1046 -0.1849 1.2104
```
Forces are in eV/Å.

---

# 4
Below is C4H8O2 in the gas phase, with properties calculated with ωB97M-V/def2-TZVPD.

* lowest unoccupied orbital energy: 1.04 eV
* SMILES: CC(C)OC=O
* gap between HOMO and LUMO: 11.68 eV
* largest force on an atom: 0.6 eV/A
* energy relative to the best compared isomer or geometry (same formula, charge and spin): 50.53 kJ/mol

```
14
Properties=species:S:1:pos:R:3:forces:R:3:lowdin_charge:R:1
C 1.71707 0.25217 0.22388 0.0480 -0.0266 -0.0111 -0.0485
C 0.34216 -0.21635 -0.22438 0.1224 0.2181 -0.1209 -0.4047
C -0.53357 0.95925 -0.62022 -0.1197 0.0954 -0.0692 -0.0485
O -0.27628 -0.85218 0.92421 -0.1405 0.0568 0.1380 -0.0214
C -1.50975 -1.35207 0.78567 -0.1637 -0.1867 -0.2883 -0.3519
O -2.05679 -1.65149 -0.24528 0.3600 0.2182 0.4851 0.0703
H 2.14546 0.88793 -0.55889 -0.0294 -0.1422 0.1105 0.0857
H 1.63766 0.85074 1.13792 -0.0418 -0.0990 -0.1431 0.0877
H 2.40423 -0.57700 0.41006 -0.1333 0.0465 -0.0082 0.0815
H 0.43244 -0.93915 -1.04327 -0.1494 0.0455 0.1755 0.1477
H -0.55818 1.68650 0.20009 -0.0035 -0.0999 -0.1307 0.0938
H -1.54882 0.61842 -0.82846 0.1128 0.1518 -0.0612 0.0731
H -0.14733 1.45761 -1.51173 0.0226 -0.0688 0.0578 0.0879
H -1.97703 -1.43233 1.78079 0.1155 -0.2091 -0.1340 0.1469
```
Forces are in eV/Å.

---

# 5
Below is a 2-piece molecular cluster, C3H10N2S overall, with properties calculated with ωB97M-V/def2-TZVPD.

* lowest unoccupied orbital energy: -2.76 eV
* gap between HOMO and LUMO: 5.73 eV
* largest force on an atom: 3.5 eV/A
* energy relative to the best compared isomer or geometry (same formula, charge and spin): 545.11 kJ/mol

```
16
Properties=species:S:1:pos:R:3:forces:R:3:lowdin_charge:R:1
C 0.11810 -0.09964 0.55952 2.6743 1.8856 1.3163 -0.3090
C -1.12727 -0.86125 -0.27265 -2.6044 -1.0583 -1.1090 -0.6624
S -2.50116 0.13951 -0.18102 0.1686 0.1927 0.1226 0.5719
N 1.27597 -0.74221 0.33682 -1.2070 -0.8736 -0.2898 0.0710
C 2.10091 -0.09802 -0.61736 1.2744 1.1491 -1.4082 -0.3621
N 3.10108 0.59619 0.16572 -0.9198 0.6021 0.9021 0.0109
H -0.17803 -0.05838 1.59028 -0.6021 -0.9485 0.4509 0.1144
H 0.14656 0.93595 0.24822 -0.2980 0.2879 -0.6539 0.0968
H -2.74860 2.92117 0.99677 -0.0233 0.0330 -0.0169 -0.0103
H -0.86344 -1.00670 -1.30860 0.8013 -0.0039 -0.0632 0.0464
H -1.29492 -1.80768 0.22710 0.6172 -0.0412 0.3321 0.0587
H -2.99739 3.42612 0.51261 0.0165 0.0170 0.0346 0.0197
H 1.58689 0.62858 -1.25723 -0.4669 0.2536 0.3039 0.1128
H 2.64666 -0.67986 -1.35649 -0.4526 -1.3689 0.1402 0.1043
H 3.77992 1.13464 -0.33938 0.3211 -0.3039 0.0890 0.0697
H 3.36658 0.04290 0.96278 0.7007 0.1773 -0.1506 0.0672
```
Forces are in eV/Å.

---

# 6
Below is C3H8N4O in the gas phase, with properties calculated with ωB97M-V/def2-TZVPD.

* lowest unoccupied orbital energy: 0.57 eV
* gap between HOMO and LUMO: 9.24 eV
* largest force on an atom: 4.9 eV/A
* energy relative to the best compared isomer or geometry (same formula, charge and spin): 570.30 kJ/mol

```
16
Properties=species:S:1:pos:R:3:forces:R:3:lowdin_charge:R:1
C -1.88737 -0.93718 0.35233 0.3864 -0.7746 -0.0561 -0.0498
N 0.11705 0.62733 0.52516 0.3600 1.5480 -0.8206 -0.0531
C 1.45233 -0.58761 0.19427 0.9573 -4.6545 -1.3641 -0.5117
C -0.82686 -0.20496 -0.40128 -0.9110 1.5729 0.6286 -0.4544
N 2.66922 0.03807 0.04758 -0.6768 1.2046 0.2941 0.0964
O -0.10909 2.04432 0.35545 -0.3547 0.5081 -0.9390 -0.0599
N 0.94910 -1.68472 0.12416 0.9497 2.6179 0.8099 0.1220
N -0.91024 0.07065 -1.63325 0.0278 -0.2114 1.2098 0.1690
H -1.03286 2.13499 0.05630 0.3724 -0.0101 0.1342 0.0960
H 0.32419 0.70824 1.52631 -1.2500 -1.7222 -0.0881 0.1550
H 3.36415 -0.55723 -0.38043 -0.1861 0.0595 -0.0463 0.0948
H 2.59274 0.96864 -0.35699 0.2267 -0.2681 0.1422 0.0872
H -0.26960 0.76705 -2.00477 0.2802 -0.1216 0.2701 0.0677
H -1.47596 -1.43514 1.22841 0.0302 0.1372 -0.0296 0.0698
H -2.66958 -0.24017 0.66412 0.0282 -0.0092 -0.1240 0.0851
H -2.28721 -1.71230 -0.29736 -0.2403 0.1237 -0.0211 0.0860
```
Forces are in eV/Å.

---

- Which of these has the highest largest force on an atom?
  CH4FN4O14V